12
Properties=species:S:1:pos:R:3:forces:R:3 method="wB97M-V/def2-TZVPD" smiles="NN1CC=CO1" e_lumo_ev=1.07 e_homo_ev=-8.056 molar_mass_da=86.094 homo_lumo_gap_ev=9.13
C -0.88172 1.11500 -0.53297 0.26 0.80 -0.53
C 0.39755 1.45434 -0.65542 -1.25 -1.36 -0.20
C -0.90990 -0.22454 0.07025 -2.55 -0.31 0.52
N 0.35823 -0.36245 0.68856 0.74 2.03 0.68
N 0.85734 -1.53390 0.98104 2.25 -2.30 -0.94
O 1.28808 0.52544 -0.30843 -0.25 -1.00 1.22
H -1.74162 1.60564 -0.98199 0.31 0.07 0.47
H 0.76506 2.30830 -1.08707 1.00 1.96 -0.96
H -1.80363 -0.25408 0.78648 1.56 -0.45 -0.47
H -1.07246 -0.96114 -0.69754 -0.19 -0.91 -0.55
H 1.01519 -2.27965 0.17119 -0.38 2.05 1.77
H 1.72787 -1.39296 1.56589 -1.49 -0.58 -1.02

60
Properties=species:S:1:pos:R:3:forces:R:3 method="wB97M-V/def2-TZVPD" spin_multiplicity=5 e_lumo_ev="0.31 / -2.20" e_homo_ev="-6.247 / -8.334" molar_mass_da=648.259 homo_lumo_gap_ev="6.55 / 6.13"
Ir 0.13899 0.49033 -0.44702 -0.60 0.42 -0.47
O 4.18892 -0.01381 2.24860 0.25 -0.05 0.21
C 3.93312 -1.22946 2.76284 0.01 0.10 0.05
C 4.92027 -1.81904 3.55487 0.01 0.02 0.02
C 4.70039 -3.04945 4.13665 -0.01 -0.02 -0.02
C 3.49359 -3.72558 3.94246 0.03 0.03 0.00
C 2.52324 -3.15510 3.14817 0.00 0.03 -0.03
C 2.72260 -1.90748 2.53963 -0.09 -0.07 0.02
C 1.71401 -1.32062 1.64420 0.17 -0.45 0.22
O 1.92084 -0.20666 1.09702 -0.05 0.27 -0.09
N 0.60262 -2.06706 1.37900 0.21 0.12 0.08
N -0.16700 -1.44593 0.52108 -0.32 -0.19 -0.23
C -1.27681 -2.19860 0.10114 0.20 0.21 0.04
C -2.13326 -1.64984 -0.83162 -0.12 0.07 -0.14
C -3.26425 -2.35666 -1.33465 0.07 0.05 0.05
C -4.08218 -1.75235 -2.24551 -0.03 0.07 -0.06
C -3.79763 -0.44168 -2.66332 0.00 0.00 0.02
C -2.68051 0.19874 -2.14144 -0.03 0.03 0.03
N -1.86127 -0.36797 -1.27187 0.09 -0.31 0.20
H 3.38363 0.27738 1.77517 -0.06 -0.05 -0.20
H 5.84511 -1.27606 3.70323 -0.03 -0.02 0.00
H 5.47440 -3.49115 4.75255 -0.02 0.01 0.00
H 3.32267 -4.68707 4.40833 0.01 0.02 -0.01
H 1.58449 -3.66138 2.97371 -0.01 0.00 0.00
H -1.42583 -3.19458 0.49701 0.09 0.02 0.07
H -3.45384 -3.36214 -0.98208 0.00 0.01 0.00
H -4.94526 -2.27315 -2.63851 0.00 0.00 0.00
H -4.43407 0.07193 -3.36963 0.02 0.01 0.01
H -2.43582 1.21878 -2.42181 -0.02 -0.03 -0.01
C 2.32761 -3.28623 -5.26258 0.01 0.02 0.02
C 1.87728 -2.36329 -4.16751 0.03 -0.05 -0.05
C 2.35456 -2.48988 -2.86863 0.05 0.00 0.01
C 1.93488 -1.60844 -1.89151 0.07 0.03 -0.02
N 1.06657 -0.62013 -2.13231 -0.10 -0.12 0.17
C 0.61344 -0.48584 -3.38122 0.01 0.05 -0.01
C 0.98837 -1.32438 -4.41224 -0.01 0.04 -0.04
H 2.50810 -4.29022 -4.88049 0.00 0.00 0.00
H 3.26320 -2.92497 -5.69503 -0.01 0.00 0.00
H 1.59127 -3.34241 -6.06316 0.00 0.00 0.01
H 3.05399 -3.27463 -2.60788 -0.02 0.02 -0.01
H 2.30879 -1.68405 -0.87921 -0.06 0.01 0.00
H -0.07630 0.33037 -3.55284 -0.03 -0.03 0.02
H 0.58302 -1.16335 -5.40347 0.00 0.00 0.03
Cl -2.03927 2.66339 0.42336 0.02 -0.01 0.04
C -0.79431 1.49809 1.08079 0.17 -0.19 -0.17
H -1.35261 0.81634 1.71996 -0.10 0.04 0.04
H -0.12804 2.09187 1.70100 -0.07 0.10 0.04
C 0.30352 3.30011 -2.46789 -0.16 0.01 -0.16
Si 1.27745 2.49884 -1.06951 0.28 -0.30 0.16
C 1.49624 3.82456 0.22751 -0.03 0.08 0.21
C 2.99970 2.09124 -1.70124 0.13 -0.03 -0.05
H 0.93675 4.05773 -2.94393 -0.06 -0.03 0.02
H -0.58149 3.79244 -2.05813 0.01 -0.02 -0.07
H -0.01949 2.59981 -3.24472 0.04 0.07 0.04
H 2.03997 4.66750 -0.21253 -0.03 -0.02 0.06
H 2.07238 3.46119 1.08402 -0.03 0.04 -0.05
H 0.53160 4.18928 0.59047 0.07 0.00 0.00
H 3.53171 2.99837 -2.00891 -0.02 -0.07 0.02
H 2.97376 1.40520 -2.55258 0.02 0.03 0.04
H 3.57750 1.61464 -0.90291 0.02 0.01 -0.07

10
Properties=species:S:1:pos:R:3:forces:R:3 method="wB97M-V/def2-TZVPD" spin_multiplicity=3 e_lumo_ev="-3.93 / -9.47" e_homo_ev="-11.893 / -14.375" charge=+1 molar_mass_da=96.200 homo_lumo_gap_ev="7.96 / 4.90"
C 0.15585 -0.62630 -0.15663 2.96 0.50 -2.63
N -0.95942 -0.95212 0.48858 -3.10 -1.36 1.39
S 1.39971 0.25814 0.69689 -0.01 -0.19 -0.73
S 0.16133 -0.94795 -1.97300 0.47 0.89 1.63
H -0.40576 2.12208 1.03770 1.68 -1.33 0.84
H -1.63827 -1.58275 0.02481 0.59 0.51 0.51
H -0.90298 2.53563 0.80788 -1.81 1.46 -0.82
H -1.10318 -0.84562 1.50895 0.28 0.18 -0.94
H 2.51100 -0.15020 0.01213 -0.45 -0.31 0.33
H 0.78170 0.18909 -2.44732 -0.60 -0.35 0.42

13
Properties=species:S:1:pos:R:3:forces:R:3 method="wB97M-V/def2-TZVPD" smiles="CC#[N+][N+]1=C(C)O1" e_lumo_ev=-10.87 e_homo_ev=-21.237 charge=+2 molar_mass_da=98.105 homo_lumo_gap_ev=10.37
C -1.49051 0.33947 -0.96101 1.31 -0.61 1.50
C 1.35335 0.05219 1.18062 -2.28 0.04 -0.34
C -2.24694 -0.33150 -1.88977 -0.87 -0.21 -3.73
C 2.54176 -0.06999 1.88314 3.08 -0.42 1.59
N 0.37495 0.07977 0.54442 2.91 0.07 0.31
N -0.86712 0.33975 0.27671 -2.09 -1.51 1.83
O -1.18226 1.49209 -0.59030 0.12 2.15 -1.33
H -3.06338 -0.91385 -1.38915 0.07 0.72 -0.06
H -1.79820 -1.18969 -2.52933 0.04 1.29 1.13
H -2.52224 0.53613 -2.62271 -0.35 -1.78 1.03
H 2.91867 0.84278 2.51476 -1.32 -1.38 -0.91
H 3.29782 -0.11053 1.07577 0.14 -0.20 0.13
H 2.68409 -1.06661 2.50685 -0.75 1.85 -1.14

Computed calculated total energy (eV) in order:
-8232.0932, -57598.1772, -24282.5697, -9246.4115
Computed energy relative to the best compared isomer or geometry (same formula, charge and spin) (kJ/mol) in order:
444.4, 0.0, 152.1, 480.7